1.
C2H2Cl6Cr2O8S2 | wB97M-V/def2-TZVPD

Last column: Löwdin spin population.
Geometry (Å):
O: 0.545 -0.567 -1.186  0.071
Cl: 0.591 0.827 4.369  0.000
O: 1.865 0.218 -3.199  0.253
Cl: -4.539 0.291 -0.722  0.001
C: -0.835 -0.173 4.086  0.000
S: 2.719 -0.932 -3.450  0.007
O: -0.327 -0.197 0.946  0.000
O: 3.699 -1.005 -2.368  0.123
Cl: -0.475 -1.899 4.271  0.000
O: 2.003 -2.140 -3.089  0.080
H: -2.599 0.353 0.592  0.000
O: 2.042 -0.415 0.450  0.041
S: 0.729 0.097 0.092  0.019
O: 0.722 1.441 -0.473  -0.002
H: -1.129 -0.044 3.045  0.000
Cl: -2.013 1.654 -1.309  0.031
Cr: 0.252 1.159 -2.365  3.865
Cl: -3.588 2.443 1.065  0.002
O: 3.291 -0.934 -4.825  0.676
C: -3.089 1.115 -0.015  0.005
Cl: -2.158 0.379 5.184  0.000
Cr: 2.296 -1.671 -1.099  3.825

Values from the calculation:
Strongest force on any atom ... 6.55 eV Å⁻¹
Net charge ... +1
Orbital gap (alpha / beta) ... 7.198 / 3.186 eV
Multiplicity ... 10

2.
C2H2ClF | wB97M-V/def2-TZVPD

Last column: Löwdin spin population.
Geometry (Å):
H: -1.293 -1.047 0.261  0.055
C: -0.815 -0.215 -0.013  0.648
H: -1.347 0.618 -0.251  0.047
Cl: 1.958 -0.865 0.001  0.207
F: 1.007 1.640 -0.013  0.317
C: 0.490 -0.131 0.015  0.726

Values from the calculation:
Strongest force on any atom ... 7.43 eV Å⁻¹
Net charge ... 0
Orbital gap (alpha / beta) ... 7.276 / 7.573 eV
Multiplicity ... 3
Relative energy (zero: lowest compared OMol25 entry of this formula, charge and spin) ... 70.6 kJ/mol